Record 1
This record from OMol25 describes 2 unconnected molecules or ions with the total composition C5H14O in a non-equilibrium geometry. The level of theory is ωB97M-V with the def2-TZVPD basis set.

Each line ends with the natural charge from an NBO analysis.
Positions of all 20 atoms, in Å:
C 0.97328 -1.03033 -0.90712  0.09
C 2.04787 -0.15737 -0.31321  -0.65
C 1.45531 -2.48584 -1.13621  -0.63
O -0.21106 -1.17765 -0.08681  -0.73
H 0.58220 -0.68184 -1.85751  0.18
H 2.41345 0.52747 -1.07635  0.22
H 0.61993 -3.00509 -1.61535  0.21
H 2.29492 -2.49572 -1.83405  0.20
H 1.57059 -3.09649 -0.24100  0.21
H 0.02488 -1.13946 0.85579  0.46
H 2.87913 -0.71262 0.13895  0.21
H 1.75233 0.41782 0.56446  0.22
C -1.39003 1.89127 0.94991  -0.62
C -2.77061 2.65546 1.26582  -0.61
H -1.57716 0.86955 0.65747  0.23
H -1.01775 2.51251 0.14274  0.20
H -0.81358 2.05737 1.85512  0.20
H -2.54335 3.42931 1.98554  0.20
H -3.59332 1.99884 1.54422  0.20
H -3.10955 2.99857 0.28525  0.20

Computed properties:
Largest force on an atom, eV/A: 2.991
Molar mass, g/mol: 90.17
HOMO level, eV: -10.02
SMILES: CC(C)O.CC
E_tot, eV: -7458.585

=====

Record 2
This record from OMol25 describes 2 unconnected molecules or ions with the total composition C5H14O. The level of theory is ωB97M-V with the def2-TZVPD basis set.

Each line ends with the natural charge from an NBO analysis.
Positions of all 20 atoms, in Å:
C -1.79100 -1.40898 -0.45232  -0.61
C -1.66972 0.06911 -0.09579  -0.40
C -1.05431 0.92585 -1.21454  -0.38
C 0.47315 0.93011 -1.24324  -0.40
C 1.10820 1.63184 -0.05746  -0.61
H -2.62396 -1.87797 0.09081  0.21
H -0.91468 -2.00867 -0.22763  0.20
H -2.03813 -1.51419 -1.51552  0.20
H -1.10457 0.18549 0.83322  0.20
H -2.68269 0.45609 0.04370  0.20
H -1.44608 0.56327 -2.15718  0.20
H -1.41276 1.95004 -1.06094  0.19
H 0.82256 -0.09581 -1.32419  0.20
H 0.80946 1.39166 -2.17355  0.20
H 2.16286 1.84249 -0.25830  0.21
H 0.64020 2.60075 0.13157  0.20
H 1.05605 1.02862 0.83534  0.21
H 3.98673 -2.03171 3.33972  0.47
H 2.61200 -2.70380 3.43958  0.47
O 3.06668 -1.93419 3.06671  -0.94

Computed properties:
Largest force on an atom, eV/A: 0.789
Molar mass, g/mol: 90.17
HOMO level, eV: -10.78
SMILES: CCCCC.O
E_tot, eV: -7459.514

=====

Record 3
This record from OMol25 describes 2 unconnected molecules or ions with the total composition C5H14O in a non-equilibrium geometry. The level of theory is ωB97M-V with the def2-TZVPD basis set.

Each line ends with the natural charge from an NBO analysis.
Positions of all 20 atoms, in Å:
C -0.28148 1.78885 -0.69402  0.10
C -1.24864 0.66768 -1.03694  -0.64
C -0.98950 2.96747 0.03107  -0.63
O 0.76758 1.27802 0.14490  -0.73
H 0.23528 2.14337 -1.58687  0.17
H -1.53137 0.13400 -0.12015  0.20
H -0.59116 3.91167 -0.33829  0.21
H -2.05627 2.88979 -0.17297  0.20
H -0.76835 2.86947 1.08932  0.22
H 0.51788 0.42179 0.50149  0.46
H -0.75230 -0.08786 -1.61373  0.21
H -2.15388 1.01448 -1.53226  0.22
C 1.62242 -2.45257 0.13937  -0.62
C 0.57572 -2.48641 1.27547  -0.61
H 1.23609 -2.07292 -0.80471  0.20
H 2.58520 -1.95264 0.25576  0.21
H 1.88850 -3.48871 -0.08213  0.20
H -0.40714 -2.58100 0.82515  0.21
H 0.75011 -3.39126 1.85008  0.21
H 0.60130 -1.57323 1.86942  0.20

Computed properties:
Largest force on an atom, eV/A: 1.183
Molar mass, g/mol: 90.17
HOMO level, eV: -10.12
SMILES: CC(C)O.CC
E_tot, eV: -7459.024

=====

Record 4
This record from OMol25 describes 2 unconnected molecules or ions with the total composition C5H14O in a non-equilibrium geometry. The level of theory is ωB97M-V with the def2-TZVPD basis set.

Each line ends with the natural charge from an NBO analysis.
Positions of all 20 atoms, in Å:
C -1.04519 -1.18147 -0.62423  -0.60
C 0.26358 0.94592 -0.66999  -0.60
C -2.05149 0.72731 0.27223  -0.60
C -0.07640 -0.17139 1.54753  -0.61
C -0.67719 0.09898 0.12499  -0.07
H -0.21064 -1.90033 -0.56616  0.20
H -1.28131 -1.00159 -1.68654  0.21
H -1.92881 -1.62822 -0.13819  0.21
H 1.06690 0.33779 -1.11885  0.20
H 0.71875 1.67523 0.02106  0.21
H -0.25142 1.49750 -1.47444  0.21
H -2.48335 0.71787 -0.74267  0.20
H -2.07733 1.76109 0.65597  0.20
H -2.67466 0.09382 0.92565  0.21
H 1.00981 -0.36209 1.52772  0.21
H -0.57213 -1.01336 2.05934  0.21
H -0.26140 0.74971 2.12543  0.21
O 4.33937 -0.74345 -0.96524  -0.94
H 3.40143 -0.44604 -0.95657  0.47
H 4.79146 -0.15724 -0.31699  0.47

Computed properties:
Largest force on an atom, eV/A: 1.502
Molar mass, g/mol: 90.17
HOMO level, eV: -11.11
SMILES: CC(C)(C)C.O
E_tot, eV: -7459.493

=====

Record 5
This record from OMol25 describes 2 unconnected molecules or ions with the total composition C5H14O in a non-equilibrium geometry. The level of theory is ωB97M-V with the def2-TZVPD basis set.

Each line ends with the natural charge from an NBO analysis.
Positions of all 20 atoms, in Å:
C -1.51955 -0.12257 0.19460  0.08
C -2.06649 0.71908 1.37962  -0.62
C -1.08959 -1.45915 0.80236  -0.64
O -2.61710 -0.09498 -0.68074  -0.74
H -0.73632 0.54192 -0.17322  0.16
H -1.60460 0.63006 2.36115  0.21
H -1.47492 -1.56955 1.81123  0.21
H -1.53367 -2.28515 0.23187  0.22
H -0.00838 -1.61219 0.86939  0.22
H -2.55651 -0.48437 -1.55890  0.48
H -3.10472 0.39043 1.57974  0.21
H -2.19794 1.76707 1.10088  0.21
C 2.17298 0.03165 -0.49212  -0.62
C 2.96187 0.84839 -1.50730  -0.61
H 2.71028 -0.89178 -0.24990  0.21
H 2.06919 0.54107 0.46626  0.20
H 1.13966 -0.10922 -0.79955  0.20
H 4.00647 0.54807 -1.55585  0.21
H 2.53400 0.69674 -2.50331  0.20
H 2.91535 1.91448 -1.27622  0.20

Computed properties:
Largest force on an atom, eV/A: 2.678
Molar mass, g/mol: 90.17
HOMO level, eV: -10.43
SMILES: CC(C)O.CC
E_tot, eV: -7458.688

=====

Record 6
This record from OMol25 describes 2 unconnected molecules or ions with the total composition C5H14O in a non-equilibrium geometry. The level of theory is ωB97M-V with the def2-TZVPD basis set.

Each line ends with the natural charge from an NBO analysis.
Positions of all 20 atoms, in Å:
C -1.60028 -0.09929 0.72529  0.05
C -1.34327 0.90553 -0.35792  -0.64
C -1.65837 0.67290 2.03588  -0.63
O -2.81355 -0.76403 0.69992  -0.70
H -0.86822 -0.89080 0.85024  0.16
H -1.98548 1.85484 -0.21061  0.22
H -2.75403 1.14049 2.13562  0.23
H -1.51986 0.05955 3.07007  0.21
H -0.76506 1.40315 2.16963  0.21
H -2.83225 -1.12269 -0.16312  0.46
H -1.75663 0.71259 -1.32490  0.22
H -0.25194 1.07163 -0.34143  0.22
C 3.25584 -0.45722 -1.17508  -0.61
C 1.65726 -0.75976 -1.17482  -0.63
H 3.69530 0.36314 -1.78356  0.20
H 3.43547 -0.06700 -0.23861  0.20
H 3.81088 -1.33594 -1.32789  0.20
H 1.79112 -1.87618 -1.04842  0.21
H 1.37007 -0.51245 -2.23818  0.22
H 1.13299 -0.29846 -0.30212  0.21

Computed properties:
Largest force on an atom, eV/A: 3.742
Molar mass, g/mol: 90.17
HOMO level, eV: -10.30
SMILES: CC(C)O.CC
E_tot, eV: -7457.423

=====

Record 7
This record from OMol25 describes 2 unconnected molecules or ions with the total composition C5H14O2 in a non-equilibrium geometry. The level of theory is ωB97M-V with the def2-TZVPD basis set.

Each line ends with the natural charge from an NBO analysis.
Positions of all 21 atoms, in Å:
C 0.53842 1.34132 -1.92467  -0.12
O 1.55455 2.34052 -1.82327  -0.74
C 1.05124 0.05210 -1.35110  -0.42
C 0.92132 -0.07988 0.18786  -0.25
C -0.54563 -0.20038 0.62129  -0.93
C 1.73053 -1.29589 0.66301  -0.63
H -0.34939 1.65430 -1.37276  0.17
H 0.24293 1.21191 -2.97413  0.15
H 1.16897 3.15046 -2.17883  0.45
H 0.53942 -0.81683 -1.78238  0.20
H 2.10612 -0.09421 -1.60409  0.20
H 1.33515 0.82920 0.62346  0.19
H -1.10715 0.71890 0.41946  0.20
H -0.61118 -0.38338 1.69654  0.19
H -1.03325 -0.99919 0.07126  0.20
H 2.80503 -1.08751 0.73502  0.19
H 1.35106 -1.66753 1.60613  0.21
H 1.60066 -2.11500 -0.04866  0.19
H -4.00619 -0.19553 2.85297  0.35
H -4.55955 -1.59314 3.03428  0.37
O -4.73303 -0.77024 2.54860  -1.18

Computed properties:
Largest force on an atom, eV/A: 1.059
⟨S²⟩: 0.750
Molar mass, g/mol: 106.16
HOMO level (alpha / beta), eV: 1.19 / -7.13
2S+1: 2
Charge: -1
E_tot, eV: -9505.670

=====

Record 8
This record from OMol25 describes 2 unconnected molecules or ions with the total composition C5H14O2S in a non-equilibrium geometry. The level of theory is ωB97M-V with the def2-TZVPD basis set.

Each line ends with the natural charge from an NBO analysis.
Positions of all 22 atoms, in Å:
C -0.42797 -0.63268 2.02607  -0.07
O -0.72410 -2.02328 1.88562  -0.73
C 0.62608 -0.16630 1.03880  -0.44
C 0.31914 -0.53795 -0.41336  -0.42
C -1.07110 -0.11588 -0.88260  -0.53
S -1.47145 1.63936 -0.66882  0.19
C -0.29952 2.36870 -1.82049  -0.76
H -0.11303 -0.39427 3.04461  0.17
H -1.37995 -0.12927 1.85535  0.18
H 0.07549 -2.51761 2.07231  0.46
H 0.70269 0.92149 1.11940  0.22
H 1.59642 -0.56544 1.34891  0.21
H 0.38058 -1.62361 -0.53411  0.21
H 1.05650 -0.09405 -1.08366  0.20
H -1.84078 -0.64929 -0.32473  0.23
H -1.21876 -0.38031 -1.93070  0.22
H -0.43219 1.98741 -2.83118  0.21
H -0.49758 3.43858 -1.82854  0.23
H 0.73975 2.21880 -1.52838  0.21
H 4.10134 -1.38998 -0.89913  0.47
H 2.64989 -1.64583 -0.63791  0.47
O 3.50518 -1.85639 -0.29447  -0.93

Computed properties:
Largest force on an atom, eV/A: 1.031
Molar mass, g/mol: 138.23
HOMO level, eV: -8.64
SMILES: CSCCCCO.O
E_tot, eV: -20342.129